Entry 1:
A 4-piece molecular cluster, C33H66BrN3O4 overall at a distorted geometry. Source: OMol25; level of theory: ωB97M-V with the def2-TZVPD basis set.

The calculation puts the total energy at -117986.999 eV. For the gap between HOMO and LUMO, the calculation gives 8.59 eV. The molar mass is 648.812 g mol⁻¹. As for the SMILES: Cc1ccc(C(C)C)c(OCOC(=O)OC[C@@H](C)Br)c1.CCN(CC)CC.CCN(CC)CC.CCN(CC)CC.

Last column: Löwdin charge in e.
Atoms and positions in Å:
C (6.692, 0.674, 0.555)  -0.082
C (5.636, -0.525, 0.441)  -0.203
C (5.878, -1.907, 1.126)  -0.033
C (4.835, -3.037, 0.997)  -0.012
C (3.477, -2.849, 0.220)  -0.081
C (2.456, -4.078, 0.189)  -0.352
C (1.586, -4.200, -1.152)  -0.106
C (1.474, -3.914, 1.458)  -0.075
C (3.263, -1.463, -0.428)  -0.133
O (2.052, -1.154, -1.124)  -0.128
C (2.186, -1.298, -2.551)  -0.154
O (0.851, -1.030, -3.103)  0.004
C (0.339, 0.175, -2.564)  -0.398
O (0.973, 1.241, -2.778)  0.105
O (-0.890, 0.254, -1.823)  -0.029
C (-0.557, 0.284, -0.402)  -0.230
C (-1.717, 0.861, 0.541)  -0.579
C (-2.389, -0.414, 1.301)  -0.156
Br (-0.760, 1.875, 2.004)  0.689
C (4.313, -0.295, -0.340)  0.059
H (7.725, 0.247, 0.342)  0.081
H (6.666, 1.123, 1.615)  0.067
H (6.355, 1.493, -0.162)  0.079
H (6.833, -2.091, 1.733)  0.097
H (5.000, -4.044, 1.499)  0.094
H (3.105, -5.033, 0.240)  0.136
H (2.204, -4.251, -2.113)  0.082
H (0.820, -3.335, -1.160)  0.088
H (0.942, -5.157, -1.070)  0.088
H (1.412, -2.803, 1.705)  0.084
H (0.418, -4.251, 1.128)  0.081
H (1.852, -4.556, 2.321)  0.083
H (2.891, -0.552, -3.047)  0.154
H (2.477, -2.352, -2.895)  0.137
H (-0.225, -0.789, -0.123)  0.128
H (0.396, 0.929, -0.300)  0.110
H (-2.482, 1.519, 0.018)  0.095
H (-1.647, -1.295, 1.392)  0.078
H (-2.646, -0.129, 2.384)  0.060
H (-3.287, -0.768, 0.694)  0.086
H (4.145, 0.723, -0.826)  0.106
C (-7.297, 4.792, 3.251)  -0.094
C (-5.923, 4.476, 2.674)  -0.272
N (-5.957, 4.009, 1.292)  -0.193
C (-4.688, 3.443, 0.842)  -0.255
C (-3.483, 4.380, 0.761)  -0.090
C (-6.626, 4.882, 0.333)  -0.250
C (-6.102, 6.310, 0.184)  -0.088
H (-7.969, 3.933, 3.162)  0.079
H (-7.206, 5.037, 4.312)  0.072
H (-7.761, 5.650, 2.758)  0.064
H (-5.486, 3.691, 3.299)  0.118
H (-5.280, 5.359, 2.788)  0.098
H (-4.830, 2.968, -0.135)  0.112
H (-4.428, 2.619, 1.518)  0.104
H (-3.546, 5.045, -0.100)  0.059
H (-2.570, 3.789, 0.638)  0.021
H (-3.360, 4.982, 1.664)  0.073
H (-7.686, 4.937, 0.603)  0.101
H (-6.628, 4.403, -0.653)  0.115
H (-5.902, 6.786, 1.146)  0.068
H (-6.849, 6.922, -0.331)  0.072
H (-5.193, 6.347, -0.417)  0.054
C (2.712, 2.956, 1.441)  -0.102
C (3.758, 3.048, 2.545)  -0.263
N (4.910, 3.876, 2.199)  -0.191
C (6.025, 3.733, 3.133)  -0.258
C (5.806, 4.194, 4.573)  -0.088
C (4.619, 5.242, 1.780)  -0.249
C (3.852, 6.137, 2.753)  -0.087
H (3.157, 2.606, 0.505)  0.067
H (1.933, 2.245, 1.727)  -0.006
H (2.224, 3.916, 1.258)  0.070
H (4.105, 2.028, 2.743)  0.116
H (3.270, 3.396, 3.466)  0.099
H (6.903, 4.247, 2.727)  0.113
H (6.309, 2.674, 3.158)  0.087
H (5.815, 5.281, 4.655)  0.055
H (6.621, 3.823, 5.202)  0.072
H (4.873, 3.816, 4.996)  0.068
H (4.054, 5.200, 0.843)  0.102
H (5.554, 5.744, 1.503)  0.115
H (3.001, 5.628, 3.209)  0.068
H (3.459, 7.007, 2.217)  0.073
H (4.496, 6.519, 3.546)  0.053
C (-3.597, -8.210, -2.479)  -0.093
C (-2.555, -7.118, -2.686)  -0.274
N (-2.016, -7.067, -4.041)  -0.194
C (-0.831, -6.222, -4.160)  -0.249
C (-0.999, -4.726, -3.899)  -0.088
C (-2.991, -6.930, -5.118)  -0.250
C (-3.918, -5.715, -5.088)  -0.088
H (-3.203, -9.190, -2.762)  0.079
H (-3.881, -8.256, -1.424)  0.072
H (-4.508, -8.022, -3.052)  0.064
H (-1.736, -7.321, -1.989)  0.115
H (-2.988, -6.155, -2.385)  0.097
H (-0.387, -6.359, -5.152)  0.113
H (-0.075, -6.603, -3.462)  0.103
H (-1.497, -4.225, -4.730)  0.058
H (-0.013, -4.261, -3.796)  0.058
H (-1.552, -4.521, -2.981)  0.069
H (-3.615, -7.830, -5.132)  0.101
H (-2.472, -6.952, -6.083)  0.115
H (-4.331, -5.527, -4.095)  0.068
H (-4.763, -5.882, -5.763)  0.073
H (-3.412, -4.811, -5.431)  0.054

Atoms 1-3, force components in eV/Å:
C -1.10 -0.89 0.37
C -2.47 -1.93 -0.23
C -3.05 0.26 -1.77

=====

Entry 2:
A 11-piece molecular cluster, C33H66O11 overall at a distorted geometry. Source: OMol25; level of theory: ωB97M-V with the def2-TZVPD basis set.

The calculation puts the total energy at -57813.491 eV. For the gap between HOMO and LUMO, the calculation gives 9.05 eV. The molar mass is 638.880 g mol⁻¹. As for the SMILES: CC(C)=O.CC(C)=O.CC(C)=O.CC(C)=O.CC(C)=O.CC(C)=O.CC(C)=O.CC(C)=O.CC(C)=O.CC(C)=O.CC(C)=O.

Last column: Löwdin charge in e.
Atoms and positions in Å:
C (-5.308, -3.790, -0.553)  -0.020
C (-3.859, -4.010, -0.170)  -0.481
C (-2.929, -2.838, -0.344)  -0.012
O (-3.478, -5.074, 0.250)  0.054
H (-5.803, -3.139, 0.162)  0.081
H (-5.824, -4.749, -0.613)  0.079
H (-5.356, -3.379, -1.564)  0.083
H (-2.968, -2.172, 0.520)  0.087
H (-3.217, -2.296, -1.243)  0.074
H (-1.894, -3.176, -0.423)  0.055
C (1.282, -5.951, 0.633)  -0.014
C (0.739, -5.358, -0.651)  -0.497
C (-0.633, -5.855, -1.039)  -0.019
O (1.337, -4.516, -1.280)  0.045
H (2.356, -5.807, 0.687)  0.086
H (1.025, -7.011, 0.647)  0.083
H (0.783, -5.465, 1.473)  0.078
H (-0.576, -6.932, -1.220)  0.093
H (-1.025, -5.353, -1.916)  0.069
H (-1.316, -5.729, -0.194)  0.069
C (3.588, 0.067, -2.244)  -0.012
C (3.900, 1.529, -2.374)  -0.503
C (3.653, 2.146, -3.729)  -0.010
O (4.319, 2.177, -1.455)  0.065
H (2.624, -0.136, -2.725)  0.067
H (3.537, -0.259, -1.212)  0.070
H (4.344, -0.504, -2.791)  0.095
H (3.999, 3.177, -3.730)  0.079
H (2.584, 2.132, -3.946)  0.077
H (4.165, 1.586, -4.512)  0.087
C (0.324, -2.059, 0.784)  -0.022
C (-0.085, -0.608, 0.860)  -0.471
C (0.935, 0.392, 0.381)  0.014
O (-1.143, -0.301, 1.335)  0.070
H (1.241, -2.132, 1.379)  0.070
H (0.443, -2.445, -0.224)  0.070
H (-0.395, -2.640, 1.365)  0.083
H (0.617, 0.671, -0.624)  0.076
H (1.903, -0.101, 0.382)  0.070
H (0.976, 1.274, 1.017)  0.075
C (1.677, 4.213, -0.209)  -0.023
C (2.647, 5.333, 0.031)  -0.502
C (3.658, 5.569, -1.063)  -0.017
O (2.588, 6.044, 0.997)  0.079
H (0.878, 4.203, 0.527)  0.052
H (2.215, 3.266, -0.063)  0.060
H (1.292, 4.219, -1.228)  0.086
H (3.877, 4.624, -1.564)  0.048
H (4.565, 6.038, -0.689)  0.084
H (3.240, 6.236, -1.823)  0.090
C (3.641, 3.806, 4.425)  -0.015
C (3.137, 3.361, 3.079)  -0.497
C (4.159, 2.640, 2.211)  -0.006
O (2.010, 3.500, 2.712)  0.071
H (2.835, 4.070, 5.106)  0.085
H (4.260, 4.696, 4.273)  0.093
H (4.264, 3.027, 4.859)  0.080
H (3.713, 2.490, 1.227)  0.050
H (4.439, 1.683, 2.644)  0.085
H (5.028, 3.289, 2.083)  0.092
C (-1.228, 2.991, 2.104)  -0.026
C (-1.995, 4.274, 2.259)  -0.519
C (-2.085, 5.227, 1.110)  -0.012
O (-2.463, 4.559, 3.314)  0.076
H (-0.726, 2.874, 1.147)  0.038
H (-1.825, 2.126, 2.366)  0.072
H (-0.411, 3.128, 2.822)  0.080
H (-2.516, 6.167, 1.445)  0.081
H (-2.777, 4.803, 0.369)  0.079
H (-1.143, 5.379, 0.588)  0.071
C (-2.719, 0.701, -2.281)  0.005
C (-1.774, 1.826, -1.957)  -0.474
C (-0.648, 2.117, -2.925)  -0.018
O (-1.922, 2.498, -0.973)  0.061
H (-3.601, 1.144, -2.746)  0.103
H (-3.037, 0.229, -1.345)  0.053
H (-2.283, -0.098, -2.873)  0.066
H (0.300, 1.929, -2.411)  0.062
H (-0.665, 3.132, -3.315)  0.088
H (-0.640, 1.407, -3.751)  0.058
C (0.778, -1.658, -5.605)  -0.014
C (0.252, -1.846, -4.202)  -0.481
C (-0.331, -3.190, -3.855)  -0.018
O (0.228, -0.923, -3.420)  0.041
H (1.105, -0.626, -5.723)  0.078
H (0.028, -1.859, -6.371)  0.088
H (1.617, -2.339, -5.771)  0.088
H (-0.364, -3.235, -2.763)  0.051
H (0.362, -3.986, -4.130)  0.090
H (-1.343, -3.351, -4.217)  0.093
C (1.666, -3.143, 3.876)  -0.030
C (2.263, -3.966, 4.993)  -0.506
C (1.291, -4.499, 6.027)  -0.025
O (3.448, -4.157, 5.088)  0.073
H (1.761, -3.748, 2.969)  0.068
H (2.355, -2.311, 3.698)  0.091
H (0.659, -2.792, 4.058)  0.083
H (1.788, -5.203, 6.692)  0.079
H (0.464, -5.012, 5.532)  0.083
H (0.932, -3.671, 6.641)  0.089
C (-6.617, 1.329, 0.202)  -0.018
C (-5.286, 0.628, 0.162)  -0.501
C (-4.135, 1.239, 0.899)  -0.023
O (-5.175, -0.478, -0.309)  0.046
H (-7.302, 1.055, -0.598)  0.080
H (-6.507, 2.416, 0.179)  0.083
H (-7.102, 1.036, 1.138)  0.093
H (-3.851, 2.182, 0.425)  0.079
H (-3.312, 0.537, 0.904)  0.055
H (-4.510, 1.487, 1.897)  0.104

Atoms 1-3, force components in eV/Å:
C 0.16 -0.64 -0.46
C -0.39 0.41 -0.04
C 0.25 -0.20 -0.17

=====

Question: Which of these has the lowest molar mass?
Answer: C33H66O11

=====

Question: molar mass of number 1 (C33H66BrN3O4)?
Answer: 648.812 g mol⁻¹

=====

Question: The lowest gap between HOMO and LUMO belongs to which entry?
Answer: C33H66BrN3O4